No. 1
# C5H6BrNS

C5H6BrNS in the gas phase (ωB97M-V with the def2-TZVPD basis set, OMol25).

Each line ends with the Löwdin charge.
Positions of all 14 atoms, in Å:
1 Br -2.71 -0.43 -2.44  0.530
2 S 0.85 -1.25 1.60  0.932
3 N 0.44 -1.05 -1.06  -0.014
4 C 0.29 -0.27 -1.97  -0.109
5 C 0.38 0.28 1.53  -0.497
6 C -0.83 0.17 -2.71  -0.618
7 C 0.99 -1.76 -0.12  -0.379
8 C 0.26 1.15 2.75  -0.245
9 H -0.64 0.18 -3.75  0.039
10 H 1.55 -2.58 -0.34  0.038
11 H -0.85 1.33 -2.66  0.106
12 H 0.10 2.19 2.32  0.070
13 H 0.88 1.17 3.74  0.105
14 H -0.70 0.88 3.11  0.044

Values from the calculation:
- LUMO energy: -0.377 eV
- Max |F|: 4.20 eV Å⁻¹
- Frontier orbital gap: 7.67 eV
- Net charge: 0


No. 2
# C5H6BrPS

2 unconnected molecules or ions with the total composition C5H6BrPS (ωB97M-V with the def2-TZVPD basis set, OMol25).

Each line ends with the Löwdin charge.
Positions of all 14 atoms, in Å:
1 Br 3.09 1.01 1.49  0.195
2 S 0.19 1.74 -0.40  1.003
3 P 3.83 -0.31 -0.08  0.410
4 C -0.75 1.56 0.97  -0.464
5 C 1.64 -0.23 -1.27  -0.256
6 C 0.68 0.00 -0.25  -0.654
7 C -0.76 0.28 1.47  -0.209
8 C 0.07 -0.61 0.82  -0.154
9 H 0.42 -1.64 1.11  0.137
10 H -1.28 0.15 2.46  0.127
11 H 1.83 0.62 -1.94  0.031
12 H 1.89 -1.16 -1.80  0.053
13 H 3.32 -1.38 0.47  -0.254
14 H -1.35 2.34 1.26  0.033

Values from the calculation:
- LUMO energy: -0.366 eV
- Max |F|: 3.76 eV Å⁻¹
- Frontier orbital gap: 7.36 eV
- Net charge: 0


No. 3
# C5H6Cl2F3NO7PS2

2 unconnected molecules or ions with the total composition C5H6Cl2F3NO7PS2 (ωB97M-V with the def2-TZVPD basis set, OMol25).

Each line ends with the Löwdin charge.
Positions of all 27 atoms, in Å:
1 Cl -1.19 1.97 -2.34  0.574
2 Cl 0.89 1.15 -0.33  0.624
3 S -5.19 -3.45 -0.66  0.688
4 S 4.46 1.26 1.02  0.423
5 P -3.72 0.55 -0.42  0.600
6 F 6.84 1.51 2.24  0.095
7 F 6.23 -0.54 1.93  0.092
8 F 6.96 0.62 0.27  0.094
9 O -3.59 -0.20 1.09  -0.131
10 O 3.79 1.27 2.31  -0.354
11 O 3.92 0.28 0.09  -0.389
12 O 4.62 2.59 0.44  -0.348
13 O -5.35 0.26 -0.91  -0.219
14 O -3.59 2.04 -0.23  -0.266
15 O -2.78 -0.15 -1.60  -0.229
16 N -5.96 -0.71 -0.11  -0.042
17 C -1.41 0.28 -1.61  -0.705
18 C 6.19 0.69 1.38  -0.647
19 C -5.73 -1.89 -0.59  -0.617
20 C -0.07 -1.42 -0.24  -0.124
21 C -0.61 0.07 -0.25  -0.656
22 H 0.03 -1.88 0.78  0.085
23 H -2.90 -0.88 1.09  0.075
24 H 0.95 -1.43 -0.73  0.085
25 H -1.15 0.40 0.68  0.090
26 H -0.73 -2.02 -0.94  0.080
27 H -0.89 -0.39 -2.37  0.121

Values from the calculation:
- LUMO energy: 0.087 eV
- Max |F|: 5.11 eV Å⁻¹
- Frontier orbital gap: 5.76 eV
- Net charge: -1


No. 4
# C5H6Cl2NO2

2 unconnected molecules or ions with the total composition C5H6Cl2NO2 (ωB97M-V with the def2-TZVPD basis set, OMol25).

Each line ends with the Löwdin charge.
Positions of all 16 atoms, in Å:
1 Cl -2.10 -0.45 -1.64  0.645
2 Cl -0.92 -0.84 -4.40  -0.618
3 O 1.44 0.74 2.35  -0.029
4 O 1.36 -0.14 0.29  0.015
5 N 0.72 0.35 1.45  -0.331
6 C 1.49 -0.61 -1.98  -0.051
7 C -0.59 0.33 1.38  -0.033
8 C 0.59 -0.32 -0.85  -0.420
9 C -1.44 0.83 2.52  -0.054
10 C -0.73 -0.36 -0.74  -0.488
11 H 0.92 -0.68 -2.93  -0.053
12 H -1.50 0.07 3.19  0.030
13 H 2.17 0.24 -1.86  0.093
14 H -2.48 1.10 2.06  0.119
15 H -0.75 1.47 2.98  0.052
16 H 1.83 -1.71 -1.82  0.124

Values from the calculation:
- LUMO energy: 3.126 eV
- Max |F|: 4.65 eV Å⁻¹
- Frontier orbital gap: 7.29 eV
- Net charge: -1


No. 5
# C5H6Cl2O

C5H6Cl2O in the gas phase (ωB97M-V with the def2-TZVPD basis set, OMol25).

Each line ends with the Löwdin charge.
Positions of all 14 atoms, in Å:
1 Cl -1.25 -0.24 2.26  0.664
2 Cl -2.81 0.55 -0.16  0.621
3 O 1.93 -1.06 -0.21  -0.033
4 C 0.81 1.05 -0.28  -0.040
5 C -0.28 1.38 0.37  -0.157
6 C 0.82 -0.38 -0.75  -0.377
7 C -0.53 -0.97 -0.29  -0.158
8 C -1.23 0.17 0.56  -1.190
9 H 1.90 -1.03 0.77  0.110
10 H -0.38 -1.81 0.36  0.091
11 H -0.49 2.36 0.81  0.112
12 H 1.68 1.64 -0.50  0.114
13 H 1.01 -0.40 -1.82  0.151
14 H -1.17 -1.24 -1.11  0.092

Values from the calculation:
- SMILES: O[C@@H]1C=CC(Cl)(Cl)C1
- LUMO energy: 0.762 eV
- Max |F|: 2.76 eV Å⁻¹
- Frontier orbital gap: 10.93 eV
- Net charge: 0


No. 6
# C5H6Cl2O2

2 unconnected molecules or ions with the total composition C5H6Cl2O2 (ωB97M-V with the def2-TZVPD basis set, OMol25).

Each line ends with the Löwdin charge.
Positions of all 15 atoms, in Å:
1 Cl -1.80 1.77 -1.09  0.993
2 Cl 4.23 0.46 -0.07  -0.636
3 O -1.53 1.55 1.50  0.152
4 O 0.30 1.31 0.30  0.041
5 C 0.65 -1.11 -0.27  -0.158
6 C 0.90 0.35 -0.59  -0.161
7 C -0.96 1.49 0.31  -0.786
8 C -1.83 -1.69 0.20  0.126
9 C -0.69 -1.49 -0.05  -0.170
10 H 1.28 -1.48 0.55  0.146
11 H 1.94 0.53 -0.54  -0.056
12 H -1.04 1.00 2.16  0.183
13 H 0.53 0.72 -1.59  0.133
14 H 0.92 -1.63 -1.18  0.143
15 H -2.89 -1.78 0.36  0.049

Values from the calculation:
- LUMO energy: -2.497 eV
- Max |F|: 2.87 eV Å⁻¹
- Frontier orbital gap: 4.46 eV
- Net charge: 0


No. 7
# C5H6ClN3

C5H6ClN3 in the gas phase (ωB97M-V with the def2-TZVPD basis set, OMol25).

Each line ends with the Löwdin charge.
Positions of all 15 atoms, in Å:
1 Cl -1.09 2.43 1.92  0.593
2 N -2.17 0.24 0.63  0.123
3 N 1.64 -0.67 -0.77  0.089
4 N 0.05 0.57 0.56  0.001
5 C 0.38 -0.61 -0.74  -0.161
6 C -1.16 0.93 0.88  -0.815
7 C -0.58 -1.59 -1.32  -0.054
8 C 1.34 0.99 0.72  -0.139
9 C 2.23 0.29 0.02  -0.141
10 H -1.44 -0.99 -1.57  0.050
11 H -3.01 0.59 1.04  0.051
12 H 1.55 1.71 1.40  0.068
13 H 3.31 0.55 0.06  0.116
14 H -0.77 -2.48 -0.53  0.144
15 H -0.26 -1.96 -2.29  0.075

Values from the calculation:
- SMILES: [H]/N=C(\Cl)n1ccnc1C
- LUMO energy: 0.398 eV
- Max |F|: 7.35 eV Å⁻¹
- Frontier orbital gap: 9.13 eV
- Net charge: 0


No. 8
# C5H6ClNO3S

2 unconnected molecules or ions with the total composition C5H6ClNO3S (ωB97M-V with the def2-TZVPD basis set, OMol25).

Each line ends with the Löwdin charge.
Positions of all 17 atoms, in Å:
1 Cl 0.18 0.92 3.18  0.372
2 S 0.96 1.06 1.28  0.602
3 O 2.37 0.91 1.42  -0.350
4 O 1.32 -0.42 -2.31  0.210
5 O 2.31 1.49 -1.52  0.211
6 N 0.22 -0.25 0.53  -0.322
7 C -0.19 1.93 0.05  -0.089
8 C -0.61 0.67 -0.18  -0.548
9 C -1.67 0.18 -1.10  -0.033
10 C 1.80 0.54 -1.91  -0.469
11 C -0.15 -1.55 1.04  -0.079
12 H -0.19 -1.53 2.13  0.054
13 H -1.27 -0.61 -1.74  0.083
14 H -1.13 -1.83 0.66  0.089
15 H 0.58 -2.29 0.71  0.091
16 H -2.03 1.00 -1.71  0.090
17 H -2.51 -0.23 -0.53  0.087

Values from the calculation:
- LUMO energy: -0.780 eV
- Max |F|: 2.10 eV Å⁻¹
- Frontier orbital gap: 8.11 eV
- Net charge: 0


No. 9
# C5H6ClNS

A molecular structure, C5H6ClNS (ωB97M-V with the def2-TZVPD basis set, OMol25).

Each line ends with the Löwdin charge.
Positions of all 14 atoms, in Å:
1 Cl -1.68 0.12 -2.97  0.658
2 S -0.36 1.69 0.55  0.894
3 N 1.91 -0.14 0.96  0.026
4 C -1.68 -0.43 -0.23  -0.129
5 C -0.74 -0.02 0.91  -0.459
6 C -1.11 -0.04 -1.34  -0.723
7 C 0.20 0.57 -0.85  -0.416
8 C 0.68 -0.35 0.29  -0.480
9 H 0.99 1.07 -1.41  0.112
10 H -2.64 -0.92 -0.03  0.121
11 H -0.97 -0.25 1.94  0.100
12 H 2.03 0.77 1.48  0.082
13 H 2.72 -0.66 0.66  0.080
14 H 0.66 -1.41 0.03  0.136

Values from the calculation:
- LUMO energy: 0.511 eV
- Max |F|: 2.30 eV Å⁻¹
- Frontier orbital gap: 9.07 eV
- Net charge: 0


No. 10
# C5H6CoLiO4

A molecular structure, C5H6CoLiO4 (ωB97M-V with the def2-TZVPD basis set, OMol25).

Each line ends with the Löwdin charge.
Positions of all 17 atoms, in Å:
1 Co 0.25 2.10 2.71  1.130
2 O 2.11 2.06 2.43  -0.125
3 O -0.17 -2.57 -1.32  0.171
4 O 0.85 -3.86 0.15  0.237
5 O -0.11 -2.01 0.87  0.073
6 C 0.06 0.51 -0.12  -0.060
7 C 0.79 0.52 1.11  -0.266
8 C 1.96 1.27 1.36  -0.223
9 C -0.79 -0.79 0.59  -0.130
10 C 0.22 -2.82 -0.16  -0.646
11 Li 0.70 -4.28 -1.76  0.893
12 H -1.56 -0.99 -0.16  0.130
13 H 1.31 -0.06 2.11  0.231
14 H 0.71 0.39 -1.00  0.139
15 H -0.74 1.19 -0.44  0.140
16 H -1.41 -0.57 1.47  0.143
17 H 2.49 1.63 0.47  0.162

Values from the calculation:
- Multiplicity: 5
- LUMO energy (spin up / spin down): -8.743 / -12.738 eV
- Max |F|: 8.51 eV Å⁻¹
- Frontier orbital gap (spin up / spin down): 7.93 / 4.49 eV
- Net charge: +2
- <S²>: 6.02